This record from OMol25 describes C19H28BiF8N7O2PS2Te as an isolated structure. The level of theory is ωB97M-V with the def2-TZVPD basis set.

Calculated values
Energy above the lowest of the compared OMol25 structures with the same formula, charge and spin   25.80 kcal per mole
Charge   +1
Gap between HOMO and LUMO   6.84 eV
LUMO   -4.089 eV
Electronic energy   -3693.7283 hartree
E_HOMO   -10.93 eV

Last column: Löwdin charge in e.
Cartesian coordinates (Å):
1 Bi 1.08648 0.21735 -0.42093  1.6967
2 F 4.51689 4.45008 -0.27765  0.1184
3 C 5.38289 3.61994 -0.85388  -0.6030
4 F 6.54625 3.72551 -0.18390  0.1429
5 F 5.61056 4.06645 -2.10258  0.1525
6 C 4.93248 2.17863 -0.88388  -0.1029
7 C 5.90667 1.23465 -1.17081  0.0296
8 C 5.60626 -0.11952 -1.22609  -0.0156
9 C 4.30496 -0.49525 -0.99150  -0.0982
10 N 3.36781 0.42150 -0.74290  -0.1759
11 C 3.61659 1.74914 -0.67006  -0.6855
12 S 2.20442 2.71018 -0.32512  0.5455
13 H 6.92192 1.56955 -1.34166  0.1376
14 H 6.36413 -0.85808 -1.43755  0.1180
15 H 3.96930 -1.52513 -0.98564  0.1191
16 C -3.85253 2.54859 -3.01816  -0.1792
17 N -3.33869 1.17800 -3.01611  -0.1476
18 C -4.22637 0.34889 -2.20396  -0.1843
19 N -4.41546 0.84193 -0.84056  -0.1470
20 C -4.89590 2.22336 -0.90921  -0.1825
21 N -4.02566 3.10842 -1.67944  -0.1514
22 C -2.74596 3.32579 -1.01728  -0.3217
23 P -1.78591 1.74165 -0.78176  0.9335
24 C -1.96548 1.12260 -2.53249  -0.3387
25 C -3.18442 0.74675 -0.06441  -0.3283
26 H -4.82502 2.54293 -3.51246  0.1319
27 H -3.17688 3.18558 -3.59071  0.1306
28 H -3.82551 -0.66716 -2.16589  0.1156
29 H -5.20196 0.32005 -2.69172  0.1316
30 H -5.00471 2.61525 0.10349  0.1284
31 H -5.87795 2.21670 -1.38397  0.1312
32 H -2.91854 3.78980 -0.04295  0.0877
33 H -2.14579 4.02357 -1.60524  0.0922
34 H -1.61314 0.08672 -2.58057  0.0753
35 H -1.32545 1.71661 -3.19007  0.0944
36 H -3.37382 1.08008 0.95935  0.0921
37 H -2.85783 -0.29321 -0.01101  0.0489
38 C 2.96917 -2.09304 4.01358  0.0273
39 N 2.13166 -0.94941 3.64535  -0.0243
40 C 1.42663 -0.23338 4.54526  -0.0076
41 C 0.63217 0.79690 4.17836  0.0193
42 C 0.51041 1.08075 2.79097  -0.3516
43 N 1.19008 0.34714 1.90295  0.0181
44 C 2.06973 -0.63296 2.30151  -0.5355
45 O 2.75112 -1.20764 1.47482  0.0123
46 N -0.28650 2.05785 2.36864  0.1957
47 H 2.84810 -2.28314 5.07610  0.0993
48 H 4.01078 -1.87683 3.78831  0.1069
49 H 2.65689 -2.96143 3.43796  0.0960
50 H 1.54013 -0.52849 5.57936  0.1453
51 H 0.08664 1.36967 4.91105  0.1202
52 H -0.73546 2.65924 3.03675  0.1272
53 H -0.33689 2.30284 1.38849  0.0169
54 F -0.36421 -4.77418 0.84737  -0.3904
55 Te 0.58421 -3.32022 0.10182  1.7169
56 F -0.60778 -1.31348 0.42350  -0.6756
57 F 0.76410 -4.48485 -1.37569  -0.4123
58 F 2.16976 -4.11420 0.64966  -0.3538
59 F 0.52546 -2.80993 1.91844  -0.3653
60 O 1.45891 -2.01742 -0.83156  -0.7503
61 C -1.98364 -4.71066 -1.82211  -0.3144
62 S -1.68625 -3.10395 -1.07687  0.8634
63 C -2.82646 -3.21794 0.31457  -0.3060
64 H -3.03497 -4.74591 -2.10500  0.0634
65 H -1.73912 -5.49854 -1.11629  0.0563
66 H -1.35470 -4.78567 -2.70386  0.0545
67 H -2.73676 -4.20057 0.76882  0.0566
68 H -3.83452 -3.05606 -0.06464  0.0619
69 H -2.55336 -2.44240 1.02167  0.0378